No. 1
63
Properties=species:S:1:pos:R:3:forces:R:3 method="wB97M-V/def2-TZVPD" de_lowest_kj_mol=21.7 energy_ev=-74431.9625 lumo_ev=-6.35 homo_ev=-12.63 charge=+2
Ir 0.0413 -0.0884 0.1233 0.47 -0.80 0.38
C -1.3345 -2.3140 2.1970 -0.12 -0.01 0.00
C -0.4792 -3.0938 1.2239 -0.02 0.00 0.00
S 0.9867 -2.2196 0.6275 -0.18 0.23 -0.02
C 1.9883 -1.9019 2.1085 0.05 -0.04 0.00
C 1.5309 -0.7632 3.0020 0.04 0.06 0.08
S 1.0966 0.7350 2.0524 -0.11 -0.18 -0.38
C -0.3371 1.3876 2.9290 0.04 0.14 0.02
C -1.4310 0.3663 3.1259 -0.13 -0.02 0.00
S -1.7365 -0.6188 1.6050 0.21 0.13 -0.24
H -2.2912 -2.8199 2.3274 0.00 0.00 0.02
H -0.8692 -2.2418 3.1754 0.02 -0.02 0.00
H -0.1760 -4.0484 1.6553 0.02 0.01 0.01
H -1.0286 -3.3147 0.3071 0.01 -0.05 0.00
H 2.0573 -2.8314 2.6756 0.01 0.00 -0.01
H 2.9843 -1.7055 1.7081 0.00 0.00 -0.01
H 0.6930 -1.0430 3.6314 -0.02 -0.02 -0.01
H 2.3521 -0.4763 3.6596 -0.02 0.00 0.03
H -0.0260 1.8348 3.8732 0.02 -0.04 0.01
H -0.6715 2.1794 2.2558 0.01 0.05 0.02
H -1.2445 -0.3303 3.9404 0.06 0.00 -0.01
H -2.3561 0.8876 3.3558 -0.07 -0.02 0.00
N -1.5672 -1.6128 -3.4970 0.07 -0.03 0.00
C -1.7552 -1.5150 -2.1860 0.16 -0.51 0.07
N -0.7025 -0.9053 -1.6645 -0.13 0.34 0.04
C 0.0928 -0.6339 -2.7444 -0.07 0.01 -0.09
N -0.3989 -1.0582 -3.8729 -0.05 0.06 -0.06
C 1.3831 -0.0111 -2.5135 0.02 -0.04 -0.03
C 2.2741 0.3516 -3.5104 0.06 -0.02 0.02
N 3.4816 0.8167 -3.2188 0.01 -0.03 0.04
C 3.8046 0.9071 -1.9363 -0.01 -0.03 -0.10
C 2.9034 0.6013 -0.9262 0.04 -0.15 0.10
N 1.6855 0.1491 -1.2154 -0.32 0.48 0.01
H -2.1724 -2.0356 -4.1872 0.01 0.01 0.00
H -2.6169 -1.9034 -1.6679 0.13 0.02 -0.09
H 1.9947 0.2598 -4.5527 0.01 -0.01 0.00
H 4.7998 1.2560 -1.6922 -0.01 0.01 0.00
H 3.1680 0.7264 0.1140 -0.03 0.05 -0.01
C -3.3203 2.3166 1.1532 0.01 -0.04 0.00
Si -2.5480 2.0418 -0.5448 0.01 0.13 0.24
C -3.2263 3.4948 -1.5095 0.13 -0.02 -0.04
C -3.4536 0.5576 -1.2608 0.01 -0.01 0.10
N -0.7910 1.7852 -0.4316 -0.01 -0.05 -0.16
C 0.1211 2.7726 -0.9103 0.04 0.12 0.01
C 1.3816 2.9789 -0.3399 -0.07 0.24 0.35
C 2.2822 3.9266 -0.8115 -0.02 -0.01 0.05
C 1.9581 4.7407 -1.8802 -0.05 -0.04 0.00
C 0.7042 4.5802 -2.4496 -0.01 0.04 -0.01
C -0.1839 3.6246 -1.9817 0.04 -0.23 -0.33
H -4.3260 2.7082 0.9812 0.01 0.02 0.00
H -2.7967 3.0662 1.7522 0.02 -0.02 0.00
H -3.4640 1.4112 1.7402 -0.03 0.00 0.04
H -4.3097 3.4225 -1.3782 0.00 0.02 0.04
H -3.0370 3.4717 -2.5814 -0.06 0.01 -0.01
H -2.9140 4.4640 -1.1189 0.06 -0.01 -0.04
H -4.5138 0.8113 -1.3204 -0.01 0.05 0.02
H -3.3780 -0.3272 -0.6228 -0.10 0.10 -0.09
H -3.1177 0.3208 -2.2729 -0.17 0.16 0.07
H 1.6714 2.4386 0.5479 -0.01 0.01 -0.07
H 3.2407 4.0336 -0.3164 -0.01 0.01 0.01
H 2.6515 5.4813 -2.2525 0.00 0.00 0.00
H 0.4038 5.2012 -3.2839 0.01 -0.01 0.00
H -1.1178 3.5290 -2.5058 0.01 -0.09 0.01


No. 2
126
Properties=species:S:1:pos:R:3:forces:R:3 method="wB97M-V/def2-TZVPD" de_lowest_kj_mol=133.0 energy_ev=-58049.9455 lumo_ev=0.27 homo_ev=-8.84
C -1.4332 3.8311 1.2243 0.02 -0.21 0.52
O -2.6390 4.0511 1.9339 -0.05 0.18 -0.34
H -0.6710 3.5946 1.9667 0.58 0.33 -0.20
H -1.4742 2.9541 0.5784 -0.18 -0.01 -0.37
H -1.1974 4.7227 0.6433 0.12 -0.14 0.08
H -2.6402 3.4042 2.6433 -0.43 -0.12 0.32
C 1.9408 -1.6559 2.8968 -0.07 -0.83 -0.32
O 2.4531 -1.1775 1.6515 -0.54 -0.05 0.13
H 0.8582 -1.7170 2.7852 0.02 0.32 0.26
H 2.2808 -2.6773 3.0677 0.08 -0.19 -0.02
H 2.2605 -1.0954 3.7753 -0.18 0.46 -0.21
H 3.4053 -1.0834 1.7297 0.89 0.30 0.16
C 2.3067 -4.0665 -0.8093 0.18 0.24 0.93
O 2.0430 -2.6546 -0.7676 0.16 -0.70 -1.10
H 3.2637 -4.2814 -0.3339 0.17 -0.02 0.06
H 1.5336 -4.5450 -0.2081 -0.06 -0.49 -0.32
H 2.3771 -4.4815 -1.8148 -0.42 0.43 -0.08
H 2.2791 -2.3648 0.1167 -0.15 0.48 0.44
C -0.3602 -0.1420 -0.1488 -0.24 0.00 -0.85
O 0.7677 0.6406 0.1758 -0.09 0.50 0.19
H -0.1102 -0.8974 -0.8937 0.06 -0.25 0.13
H -0.8583 -0.6104 0.7001 0.12 0.01 0.25
H -1.0706 0.5134 -0.6528 -0.11 0.14 0.16
H 1.4476 0.0840 0.5625 0.22 -0.32 0.27
C -4.0664 1.6018 0.6591 0.04 0.29 -1.39
O -4.9677 0.5664 0.2910 -0.22 -0.60 0.78
H -3.9417 2.2509 -0.2076 0.23 0.28 -0.02
H -4.3309 2.2574 1.4887 -0.33 -0.50 0.15
H -3.0984 1.1270 0.8190 -0.06 0.02 0.28
H -5.6390 0.8269 -0.3439 0.22 0.44 0.11
C 5.6332 -1.7310 -0.0120 0.26 0.22 -0.14
C 5.8255 -0.4135 0.7239 -1.01 1.34 -0.86
C 5.1288 0.7383 -0.0578 0.59 -0.52 0.13
O 5.2394 -0.4639 2.0139 -0.50 -1.64 0.41
H 4.5934 -1.9903 -0.2114 -0.23 -0.06 0.69
H 6.1959 -2.5194 0.4878 -0.28 -0.20 -0.11
H 5.9820 -1.6274 -1.0395 0.58 0.08 0.07
H 6.8877 -0.1984 0.8402 0.17 -0.03 -0.14
H 4.0604 0.5356 -0.1323 -0.09 -0.05 0.06
H 5.5162 0.8118 -1.0740 0.09 0.07 -0.02
H 5.2629 1.6916 0.4533 0.00 -0.06 -0.09
H 5.1454 0.3957 2.4309 0.29 0.66 -0.32
C -5.0722 -3.3117 -2.7851 -0.20 -0.01 -0.24
C -3.6968 -2.7069 -2.8734 0.88 1.84 0.93
C -3.4179 -1.4846 -1.9403 -1.55 -0.23 -0.83
O -2.7381 -3.6439 -2.5589 -0.14 -2.08 0.10
H -5.7958 -2.6354 -3.2401 -0.11 0.03 0.08
H -5.4058 -3.5614 -1.7779 0.22 0.14 0.15
H -5.0778 -4.2353 -3.3640 -0.01 -0.03 -0.06
H -3.5458 -2.3167 -3.8799 -0.11 -0.19 -0.50
H -2.3609 -1.2318 -1.8582 0.02 -0.32 -0.01
H -3.8907 -1.6689 -0.9756 0.30 0.16 0.19
H -3.9133 -0.6331 -2.4069 -0.09 0.32 0.30
H -1.8550 -3.2760 -2.6380 0.41 0.14 0.04
C -0.8272 -2.2877 -4.9746 -0.01 -0.37 -0.22
C 0.2852 -2.3489 -3.9644 0.88 1.35 -0.08
C 0.9518 -0.9717 -3.7108 -0.63 -0.22 0.05
O -0.1992 -2.8960 -2.7326 0.00 -0.01 -0.77
H -1.1545 -3.3050 -5.1896 -0.55 0.02 0.33
H -0.4598 -1.9567 -5.9459 0.19 0.41 0.15
H -1.6311 -1.6298 -4.6444 -0.12 -0.16 -0.09
H 1.0630 -2.9674 -4.4124 0.16 -0.49 0.28
H 1.2577 -0.4659 -4.6267 0.35 -0.40 -0.17
H 1.7884 -1.1085 -3.0256 0.12 0.18 -0.07
H 0.2589 -0.2513 -3.2761 -0.23 -0.16 0.34
H 0.4763 -2.8442 -2.0524 0.35 0.23 0.26
C -2.8895 1.9405 -3.4391 -0.40 -0.72 0.79
C -2.8753 2.9904 -4.4924 -0.68 -0.05 -0.50
C -1.5739 3.7299 -4.6244 0.28 0.29 0.34
O -3.2704 2.3059 -5.6790 0.12 -0.10 -0.46
H -3.8907 1.5374 -3.2865 -0.20 0.01 -0.39
H -2.6352 2.2979 -2.4413 0.60 0.08 -0.14
H -2.2793 1.1005 -3.7711 0.30 0.02 0.31
H -3.6711 3.7059 -4.2853 0.00 0.37 0.28
H -1.6770 4.6029 -5.2688 -0.02 0.11 0.02
H -0.7266 3.1519 -4.9932 -0.23 -0.38 0.00
H -1.3267 4.0449 -3.6106 0.28 0.33 -0.06
H -3.3223 2.9530 -6.3862 -0.01 0.00 -0.15
C 2.4824 2.2790 3.3931 0.24 -0.45 -0.73
C 3.9226 2.3118 3.8573 -1.50 0.70 2.39
C 4.2500 1.3309 4.9993 0.62 0.70 0.42
O 4.8495 2.2024 2.8746 1.87 -0.83 -2.68
H 2.3479 2.9859 2.5743 -0.17 0.42 0.25
H 1.8334 2.4898 4.2431 -0.18 -0.02 -0.22
H 2.2394 1.3306 2.9140 -0.13 -0.34 0.34
H 4.0965 3.3446 4.1591 -0.45 0.04 1.34
H 4.0474 0.2643 4.9018 -0.45 0.11 -0.60
H 3.8104 1.6677 5.9381 -0.26 -0.03 -0.06
H 5.3265 1.3859 5.1610 0.13 0.05 0.03
H 5.1533 3.0871 2.6585 0.16 -0.29 -0.33
C -3.1489 -5.1236 2.2917 0.58 0.34 -0.67
C -1.9249 -4.2690 2.6070 -0.09 -1.17 -0.85
C -1.1058 -4.0622 1.2904 0.06 -0.77 0.84
O -2.3955 -3.1070 3.2672 0.86 0.19 0.08
H -3.6109 -4.5156 1.5138 -1.12 -0.24 0.19
H -3.7027 -5.3107 3.2117 -0.36 0.22 -0.36
H -2.8970 -6.0643 1.8021 0.13 -0.09 0.18
H -1.3595 -4.8898 3.3020 0.51 0.67 0.31
H -1.0430 -5.0432 0.8195 -0.22 -0.14 -0.13
H -0.0517 -3.8426 1.4599 -0.08 0.68 0.18
H -1.5577 -3.4076 0.5452 -0.07 0.25 0.22
H -2.9414 -2.6386 2.6314 -0.17 0.19 -0.09
C 2.2406 3.8808 -3.3816 0.32 -0.05 0.25
C 2.1738 2.8402 -2.2711 -0.59 0.11 1.61
C 2.8228 3.2880 -0.9755 1.66 1.61 -0.20
O 0.8244 2.6172 -1.8962 -0.75 0.12 -1.01
H 1.4320 3.7856 -4.1064 0.14 -0.35 0.00
H 3.2136 3.8265 -3.8698 -0.06 -0.08 -0.23
H 2.1671 4.8935 -2.9852 -0.12 0.00 0.26
H 2.6413 1.8844 -2.5076 0.04 -0.14 -0.70
H 2.7672 2.6379 -0.1024 -0.23 -0.33 -0.35
H 2.4976 4.2848 -0.6776 -0.76 -0.03 0.04
H 3.8705 3.5245 -1.1607 0.52 -0.48 0.03
H 0.8669 2.1271 -1.0718 -0.25 -0.44 0.31
C -1.4631 0.7264 3.5861 0.84 -0.06 -0.44
C -2.6738 0.9485 4.4762 1.43 0.50 0.99
C -2.3117 1.2747 5.9392 0.40 -0.92 0.24
O -3.3433 2.0851 3.9766 -0.77 0.08 -0.35
H -0.9388 -0.2186 3.7286 -0.63 -0.44 -0.04
H -0.6120 1.4001 3.6843 -0.31 0.76 0.69
H -1.7139 0.8750 2.5358 -0.32 -0.49 -0.05
H -3.3422 0.0880 4.4497 0.08 -0.20 -0.13
H -1.8125 2.2363 6.0584 -0.15 0.08 -0.34
H -1.6337 0.5311 6.3579 0.17 -0.20 -0.12
H -3.1671 1.2331 6.6136 -0.29 0.23 -0.21
H -4.2173 1.9967 4.3639 -0.32 0.63 -0.21


No. 3
47
Properties=species:S:1:pos:R:3:forces:R:3 method="wB97M-V/def2-TZVPD" multiplicity=3 energy_ev=-69721.3273 lumo_ev="0.24 / 0.23" homo_ev="-7.96 / -8.08" s_squared=2.004
Ni -0.2083 0.0395 -2.1570 -0.76 -0.26 0.84
C 1.3337 -2.0493 0.7715 -0.26 -1.64 -0.60
C 0.4433 -1.1876 1.6323 1.23 0.25 -0.47
C 1.4454 -0.7910 2.7163 -0.63 -0.08 1.59
C 0.9466 0.3708 3.5615 0.27 -0.26 -0.29
C 0.7695 1.5463 2.6341 0.53 -0.92 0.48
C -0.2804 1.1431 1.5989 -0.66 1.96 0.41
N 0.1119 -0.0055 0.7872 0.86 0.26 0.74
O -0.8245 -0.2815 -0.2038 0.15 -0.01 -0.47
C -0.4070 2.3952 0.7544 1.13 0.49 -0.43
C -1.6074 1.1015 2.3792 -1.12 0.58 -1.76
C -0.6964 -2.0017 2.2307 -1.01 -0.50 -0.28
H 1.9515 -2.6782 1.4041 -0.02 -0.36 0.12
H 2.0369 -1.4693 0.1857 -0.03 0.14 0.04
H 0.7635 -2.7086 0.1134 0.04 0.06 -0.10
H 2.4423 -0.5745 2.3086 -0.28 0.09 -0.04
H 1.5333 -1.6963 3.3574 0.23 0.52 -0.38
H 1.6204 0.5674 4.3643 0.67 0.26 0.63
H -0.0145 0.1498 4.0270 0.23 -0.27 0.07
H 1.7292 1.8000 2.1688 -0.07 -0.04 -0.13
H 0.4537 2.4158 3.2074 -0.26 0.16 -0.22
H -1.2300 2.2916 0.0642 -0.07 0.15 -0.41
H 0.5804 2.6419 0.2809 -0.94 -0.30 -0.12
H -0.5945 3.2185 1.4545 -0.10 -0.04 -0.41
H -1.5445 0.5323 3.2740 -0.27 0.01 0.79
H -2.4519 0.7059 1.7795 0.58 -0.02 0.09
H -1.8532 2.1832 2.4979 -0.06 -1.01 0.76
H -1.5317 -1.4953 2.7379 0.75 0.24 0.04
H -0.3138 -2.7930 2.8822 0.16 0.30 0.13
H -1.2170 -2.5545 1.4579 -0.02 -0.03 -0.52
O -0.2016 -0.5043 -6.4070 0.17 0.90 1.72
C -0.3266 0.3904 -5.2941 -0.92 0.11 -1.03
O -0.7236 1.5655 -5.4414 0.74 -2.05 0.23
O -0.0667 -0.2529 -4.2202 0.00 0.40 0.21
H -0.3840 -0.0495 -7.2262 -0.19 0.61 -0.19
O 1.6320 0.1365 -1.3719 0.11 0.39 0.28
H 1.3394 0.2460 -0.3712 0.22 0.23 -0.26
H 2.4225 0.5769 -1.6963 -0.14 0.33 0.49
O -2.1864 -0.8504 -2.2890 -0.31 1.24 -0.47
H -1.7180 -1.0976 -3.0801 -0.18 -0.96 -1.08
H -2.0857 -1.5319 -1.6353 0.27 -0.58 0.61
O -1.0987 1.9729 -2.4757 0.12 -0.02 0.06
H -1.5020 1.9227 -3.3549 0.21 0.29 -0.27
H -1.4494 2.7405 -2.0001 0.14 -0.50 -0.16
O 0.6211 -2.0413 -2.3398 0.18 -0.09 1.16
H 1.4476 -1.9316 -1.8206 -0.79 -0.06 -0.38
H 0.8935 -2.1082 -3.2468 0.12 0.07 -1.01